ORCA calculation (wB97M-V/def2-TZVPD) on a molecular structure, C36H79InNPS2 in a non-equilibrium geometry.

Values from the calculation:
Energy relative to the best compared isomer or geometry (same formula, charge and spin) = 50.6 kcal/mol
Maximum force = 2.63 eV/Å
Gap between HOMO and LUMO = 4.5 eV
Highest occupied orbital energy = -5.6 eV

Last column: Löwdin charge in e.
Cartesian coordinates (Å):
C1 -2.36851 2.51266 9.25523  -0.1081
C2 -0.90395 2.83726 9.73518  -0.2536
C3 -0.40400 4.27830 9.36436  -0.2192
C4 1.05713 4.28498 8.77829  -0.1987
C5 1.11283 4.47543 7.21049  -0.1950
C6 -0.12449 3.81742 6.50695  -0.2175
C7 0.05997 3.59428 4.97161  -0.1747
C8 -1.28237 3.20475 4.26553  -0.2100
N1 -1.50041 1.74745 4.09375  -0.1839
C9 -1.43393 0.99853 5.37671  -0.2482
C10 -0.03315 0.31933 5.60075  -0.1679
C11 0.18071 -0.85553 4.59329  -0.2042
C12 1.39325 -0.62969 3.61458  -0.1962
C13 1.45636 -1.89703 2.68207  -0.2304
C14 2.89991 -2.33981 2.29666  -0.2244
C15 3.67688 -1.32657 1.39233  -0.2476
C16 2.84686 -0.73735 0.19753  -0.1128
C17 -2.90441 1.64477 3.66343  -1.0478
S1 -3.27794 1.24954 2.09609  0.6131
S2 -4.22242 1.98113 4.88617  0.9033
C18 -5.80463 1.33100 4.22733  -0.4809
C19 -6.90464 2.40869 4.61063  -0.3916
C20 -6.92419 3.54515 3.51630  -0.3887
In1 -7.86173 5.47612 4.25957  0.1459
H1 -2.90310 1.96095 10.06579  0.0672
H2 -2.98441 3.40684 9.03899  0.0765
H3 -2.34279 1.79834 8.40061  0.0496
H4 -0.87968 2.69893 10.83957  0.0971
H5 -0.24719 2.03417 9.32326  0.0928
H6 -0.35611 4.84948 10.32330  0.1018
H7 -1.13203 4.84144 8.73940  0.1011
H8 1.59026 5.13776 9.25371  0.0994
H9 1.52220 3.30739 9.02240  0.1003
H10 2.02906 3.95989 6.84142  0.1043
H11 1.13313 5.55120 6.94499  0.1084
H12 -0.38958 2.90215 7.07454  0.0862
H13 -0.97558 4.53148 6.61897  0.1175
H14 0.91136 2.92263 4.72227  0.1013
H15 0.34867 4.59154 4.55568  0.1157
H16 -1.23351 3.63549 3.23664  0.1222
H17 -2.10609 3.74518 4.78329  0.1069
H18 -1.78451 1.56789 6.26647  0.0762
H19 -2.14344 0.14265 5.27840  0.1064
H20 0.80468 1.04249 5.62277  0.0902
H21 -0.08904 -0.11496 6.62959  0.1102
H22 0.42049 -1.76845 5.18769  0.1077
H23 -0.70218 -1.04782 3.94905  0.1145
H24 2.34565 -0.42266 4.14132  0.1113
H25 1.12127 0.25945 2.99758  0.1126
H26 0.76983 -1.80006 1.81127  0.0953
H27 1.02695 -2.73177 3.29105  0.1026
H28 3.48721 -2.44892 3.24124  0.1087
H29 2.86872 -3.36835 1.86373  0.1035
H30 4.52425 -1.89964 0.94039  0.0951
H31 4.15976 -0.52643 1.99085  0.1008
H32 1.75403 -0.90408 0.26349  0.0476
H33 3.18263 -1.15656 -0.77575  0.0485
H34 2.99678 0.36707 0.20784  0.0741
H35 -6.05906 0.41745 4.82066  0.0689
H36 -5.80402 1.13294 3.14186  0.0397
H37 -6.65377 2.88391 5.59263  0.0683
H38 -7.90058 1.93762 4.75009  0.0964
H39 -7.53312 3.15263 2.66872  0.0174
H40 -5.86654 3.71004 3.21097  0.0095
H41 -9.23352 5.10435 5.34909  -0.1664
H42 -6.58387 6.43550 5.12409  -0.1683
H43 -8.41652 6.53100 2.89989  -0.1758
C21 0.15444 -0.62418 -10.01550  -0.1007
C22 -0.47047 -1.65982 -9.08788  -0.2519
C23 -0.75565 -1.11409 -7.68836  -0.2217
C24 0.46746 -0.95180 -6.77416  -0.2615
P1 1.12788 -2.40556 -5.96971  1.0066
C25 -0.27188 -3.25947 -5.20146  -0.2719
C26 -1.24366 -2.49817 -4.29393  -0.2229
C27 -0.76436 -2.12557 -2.88985  -0.2542
C28 -0.13474 -3.26359 -2.09623  -0.0903
C29 2.18380 -1.92433 -4.61491  -0.2663
C30 3.48109 -1.13368 -4.80667  -0.2119
C31 4.67909 -1.88115 -5.38700  -0.2503
C32 4.93787 -3.25845 -4.78801  -0.1004
C33 1.77461 -3.68920 -7.03394  -0.2596
C34 3.03492 -3.62084 -7.90825  -0.2156
C35 3.25426 -2.36372 -8.75983  -0.2576
C36 3.02837 -2.60271 -10.24898  -0.1039
H44 1.08800 -0.22288 -9.61481  0.0636
H45 0.36938 -1.06817 -10.98786  0.0764
H46 -0.52860 0.21234 -10.17785  0.0834
H47 0.16458 -2.54579 -9.04026  0.0767
H48 -1.41487 -1.98638 -9.53091  0.1173
H49 -1.48609 -1.76683 -7.20355  0.0988
H50 -1.24185 -0.14098 -7.78910  0.1255
H51 0.15996 -0.29217 -5.95351  0.1099
H52 1.25728 -0.39667 -7.28490  0.0891
H53 0.11351 -4.14581 -4.68968  0.1002
H54 -0.86024 -3.65575 -6.03647  0.1004
H55 -2.13257 -3.12492 -4.18084  0.1240
H56 -1.58212 -1.58724 -4.79655  0.1044
H57 -1.62544 -1.75555 -2.32807  0.1208
H58 -0.07518 -1.27910 -2.93357  0.0875
H59 -0.86955 -4.04224 -1.88206  0.0866
H60 0.24214 -2.88544 -1.14486  0.0721
H61 0.70881 -3.72166 -2.61717  0.0513
H62 2.36243 -2.79349 -3.97704  0.0965
H63 1.55979 -1.25668 -4.01584  0.0872
H64 3.77476 -0.75702 -3.82289  0.1177
H65 3.28164 -0.25012 -5.42198  0.1136
H66 5.57174 -1.26656 -5.24273  0.1183
H67 4.56028 -1.95855 -6.46795  0.0691
H68 5.23182 -3.18161 -3.73955  0.0851
H69 5.74399 -3.75566 -5.32982  0.0818
H70 4.06333 -3.91083 -4.85133  0.0558
H71 0.94515 -4.00816 -7.67275  0.0965
H72 1.93078 -4.54407 -6.36267  0.1080
H73 3.02716 -4.49977 -8.55858  0.1211
H74 3.90549 -3.77371 -7.27043  0.0837
H75 4.29085 -2.03491 -8.64707  0.1065
H76 2.63769 -1.53388 -8.41411  0.0715
H77 3.77716 -3.29074 -10.64568  0.0825
H78 3.11470 -1.66618 -10.80188  0.0779
H79 2.04125 -3.02745 -10.44564  0.0693

Cartesian forces, eV/Å:
0.128 -0.694 0.641
-0.816 -0.124 -0.190
0.556 -0.087 0.901
-0.754 0.566 -0.680
-0.443 -0.787 0.218
0.353 0.514 0.033
-0.267 0.556 0.347
1.404 1.004 -0.666
-2.301 0.435 1.187
0.715 -1.136 0.342
-1.109 -0.153 0.382
1.463 0.415 0.142
-1.400 -0.257 -0.754
0.430 -0.368 0.949
-0.102 0.366 0.284
0.076 -0.981 -0.648
0.271 0.520 0.296
-0.967 -0.514 -1.095
0.548 0.256 1.102
1.065 -0.422 -1.034
-1.374 0.079 1.101
0.760 0.975 -0.670
-0.508 -0.702 0.613
0.206 0.283 -0.121
0.315 0.381 -0.563
0.480 -0.467 -0.118
-0.205 0.816 0.335
0.131 0.221 -0.692
-0.236 0.742 0.202
-0.127 -0.333 -0.668
0.529 -0.578 0.238
0.046 -0.820 -0.273
-0.039 0.734 0.067
-0.407 0.616 0.117
0.214 -0.563 0.097
0.119 0.354 -0.561
0.431 -0.682 -0.055
-0.686 0.243 0.167
-0.191 -0.647 0.251
-0.208 -0.414 0.638
0.313 -0.553 -0.125
0.337 -0.125 -0.641
0.478 0.618 0.142
-0.450 -0.397 -0.228
0.101 0.336 -0.635
-0.365 0.427 -0.505
0.324 0.166 0.575
-0.477 -0.276 -0.193
0.445 -0.401 0.436
0.552 0.082 0.508
0.298 0.442 -0.513
-0.451 0.037 -0.572
0.026 0.791 -0.038
-0.436 0.482 0.418
-0.607 -0.385 -0.267
0.630 0.020 0.151
-0.128 0.333 0.536
-0.175 -0.745 -0.386
0.648 0.351 -0.630
0.277 0.189 0.621
-0.073 -0.596 -0.518
0.612 0.130 -0.243
0.650 0.292 0.231
-0.661 0.012 -0.078
0.158 -0.072 -0.097
-0.171 -0.277 -0.064
0.060 -0.284 0.134
0.003 -0.050 -0.039
-0.065 0.222 -0.143
-0.148 -0.567 -0.146
-0.177 0.963 -0.203
-0.546 -0.347 0.405
-0.383 -0.333 -0.117
-0.114 0.321 0.207
0.121 0.077 0.112
-0.026 0.086 0.035
0.595 0.587 0.641
0.393 0.136 -0.222
0.038 -0.063 -0.221
0.036 0.062 -0.060
0.343 -1.010 -0.666
0.502 0.287 0.228
0.236 -0.108 -0.273
-0.114 0.123 -0.028
0.014 0.009 -0.041
0.049 0.073 0.012
0.035 -0.024 0.047
0.036 -0.048 0.025
0.031 -0.031 0.078
-0.008 0.091 0.076
0.085 0.004 0.091
0.159 -0.138 0.154
0.090 -0.113 0.017
0.149 0.081 -0.018
0.137 0.002 -0.070
0.070 -0.046 -0.131
-0.062 -0.061 -0.021
0.009 0.031 -0.104
-0.007 0.002 0.027
0.063 -0.031 -0.025
-0.038 -0.080 -0.001
0.007 -0.032 0.033
-0.114 -0.119 -0.173
-0.275 -0.192 -0.062
-0.219 -0.017 0.021
0.021 0.002 0.084
-0.099 0.037 0.002
0.005 -0.068 -0.031
-0.051 -0.060 0.001
0.016 0.004 0.097
0.017 -0.017 0.022
-0.207 0.229 0.163
-0.182 0.120 0.140
-0.163 0.044 0.034
-0.066 0.032 0.090
-0.081 0.047 0.100
-0.056 0.007 0.009
-0.053 -0.021 0.043
-0.032 -0.067 -0.048
0.013 0.022 -0.028